Entry 1:
Here is a single C7H11OP molecule at a distorted geometry from OMol25. Energies are from ωB97M-V/def2-TZVPD.

Calculated values
charge: 0
HOMO (alpha / beta): -0.282 / -0.329 hartree
frontier orbital gap (alpha / beta): 6.82 / 9.04 eV
LUMO level (alpha / beta): -0.84 / 0.09 eV

The geometry in XYZ format:
```
20
Properties=species:S:1:pos:R:3:forces:R:3
P -1.37124 0.30287 -0.10970 -1.4855 -1.0321 -0.0555
O -1.18582 1.27872 -1.19202 0.3290 0.5930 -0.3490
C -2.89756 -0.71023 -0.32607 1.8005 -1.7550 -0.9824
C 1.25492 -0.29962 0.09536 -0.3531 -0.7655 -1.0809
C 2.31085 0.02518 -0.95240 2.7441 -3.2313 0.3853
C 3.12995 0.83447 0.14491 -0.2066 2.6377 -1.3797
C 1.83722 0.62908 0.78299 -0.5713 0.6914 3.4862
C -0.03031 -1.00442 -0.01633 -1.5577 0.8946 1.2772
C -1.83846 0.85577 1.49443 1.4610 0.0131 -1.5616
H 3.96649 0.33490 0.63477 -0.0395 0.1008 -0.3959
H 1.88342 0.65345 -1.67360 -0.0971 0.6370 -1.4910
H -0.11602 -1.67684 -0.85674 0.0640 0.0215 -0.3754
H -1.56204 0.26015 2.29127 0.1351 -1.1085 1.7939
H 2.94543 -0.91283 -1.29956 -1.3770 1.8399 0.1132
H 3.31607 1.96102 -0.11751 0.0715 -2.2129 0.4324
H -0.40990 -1.55087 0.87367 0.8751 -0.0059 -0.2132
H -3.57797 -0.23270 -1.00457 -0.4097 0.4509 -0.0518
H -2.35031 -1.49035 -0.95603 -1.4731 0.1245 0.7155
H -3.38980 -1.14017 0.57451 0.5360 0.2944 -0.7401
H -1.91492 1.88242 1.61260 -0.4456 1.8124 0.4727
```
Positions in Å, forces in eV/Å.


Entry 2:
Here is a molecular structure, C3H3Br2NO at a distorted geometry from OMol25. Energies are from ωB97M-V/def2-TZVPD.

Calculated values
charge: 0
HOMO: -0.346 hartree
frontier orbital gap: 9.78 eV
LUMO level: 0.37 eV

The geometry in XYZ format:
```
10
Properties=species:S:1:pos:R:3:forces:R:3
Br -1.42468 1.52774 -0.12265 -0.1945 -0.2377 1.1172
Br -1.65279 -1.60385 0.37338 0.2516 0.1123 0.1392
O 1.77184 0.69115 -0.79627 1.2719 0.6924 1.1904
N 0.21212 -0.46847 -2.06634 -3.5515 -1.8570 -4.0663
C -0.80862 0.01146 0.90736 -0.0380 0.4304 -0.4598
C 0.98327 0.13388 -1.42556 0.6621 0.8534 -0.6849
C 0.18824 0.05271 1.78419 -1.2942 1.3499 -0.3779
H 0.47777 0.95437 2.33237 0.1873 -0.1830 -0.8033
H 0.67708 -0.84887 1.97322 0.4810 -1.3671 0.8754
H -0.42423 -0.45011 -2.95970 2.2243 0.2065 3.0700
```
Positions in Å, forces in eV/Å.


Entry 3:
Here is a single C3H7N5O molecule at a distorted geometry from OMol25. Energies are from ωB97M-V/def2-TZVPD.

Calculated values
charge: 0
HOMO: -0.299 hartree
frontier orbital gap: 9.02 eV
LUMO level: 0.89 eV

The geometry in XYZ format:
```
16
Properties=species:S:1:pos:R:3:forces:R:3
O 2.56625 1.06055 -0.10720 0.7105 0.9396 -0.0057
N 0.53826 0.37544 0.75434 1.4378 0.0760 0.1113
N -0.17748 -0.76668 1.08427 -1.6444 0.5001 -0.8182
N -1.07550 -1.12940 -0.21528 0.6206 -0.8226 2.1895
N -0.16049 1.52976 0.49204 -0.9371 -0.3211 -0.6847
N 1.82550 -1.05335 -0.60308 0.3948 -0.9125 -0.2826
C -1.73192 0.09739 -0.52027 -2.7815 -2.0211 -1.4529
C 1.74005 0.21191 -0.01626 -0.9553 -1.9193 -0.8644
C -1.39760 1.29507 -0.17403 2.7237 3.8093 1.9109
H -1.84166 2.31058 -0.29141 -0.4814 -1.4974 -0.5385
H 0.58399 -1.43770 1.20730 -0.7224 -0.3728 -0.3488
H -1.79610 -1.83184 0.15972 1.3271 1.4840 -0.6200
H 2.71561 -1.37312 -1.07655 -1.7711 0.9451 0.9554
H -0.07154 2.33535 1.10018 0.0639 -0.6362 0.2757
H -2.67454 0.01468 -1.09047 0.6334 -0.3317 0.3409
H 0.95719 -1.63865 -0.70328 1.3816 1.0806 -0.1680
```
Positions in Å, forces in eV/Å.


Entry 4:
Here is a single C5H15N3 molecule at a distorted geometry from OMol25. Energies are from ωB97M-V/def2-TZVPD.

Calculated values
charge: 0
HOMO: -0.303 hartree
frontier orbital gap: 9.30 eV
LUMO level: 1.06 eV

The geometry in XYZ format:
```
23
Properties=species:S:1:pos:R:3:forces:R:3
N -1.08748 1.41220 -0.33082 -1.9306 0.2536 0.4494
N 1.84519 0.17217 0.00970 0.1808 -1.2642 -0.6914
N -2.03366 -0.51901 -1.47771 -0.9448 2.7339 1.2023
C 0.50816 -0.31543 0.49091 2.4286 3.6786 2.7256
C 0.58755 -0.86687 1.88912 1.4943 -1.2561 2.2441
C -0.18222 1.03905 0.71680 -3.9003 -0.1591 2.6211
C 2.17304 -0.12603 -1.36180 -1.5570 -2.6015 0.1466
C -2.33363 0.57234 -0.38602 0.8803 -1.4235 -1.9144
H -0.86305 1.03452 1.68151 0.8660 -0.4482 -1.7528
H 3.14821 -0.47340 -1.61928 1.1044 0.2210 0.4052
H 0.48980 -1.97436 1.93833 0.3374 0.6391 0.0229
H -1.09899 -0.83426 -1.45855 0.6168 -0.5626 0.1538
H -3.24776 1.06084 -0.83011 1.1608 0.1057 0.7380
H 1.89108 0.65872 -1.96834 -0.2333 1.9256 -1.6023
H -0.57812 1.27774 -1.17304 -0.0816 0.2116 -1.2341
H -2.69877 -1.24460 -1.51946 -0.6699 -0.9592 0.0399
H 1.56793 -0.55576 2.40163 -1.0703 -0.6916 -0.9081
H 0.03605 -0.95965 -0.19242 -0.3845 -0.6428 -0.7016
H 0.45325 1.84315 1.06997 0.7889 -0.0432 -0.8909
H -2.62067 0.14056 0.62513 0.6900 0.5864 -1.0587
H 1.55226 -0.98824 -1.75678 0.3340 0.5780 0.4859
H 2.62780 0.09433 0.63232 -0.1681 -0.4591 0.3449
H -0.13597 -0.44800 2.61891 0.0583 -0.4224 -0.8253
```
Positions in Å, forces in eV/Å.


The evaluated energy relative to the best compared isomer or geometry (same formula, charge and spin) for the records listed, in turn: 113.6 14.5 84.5 74.3 kcal/mol.
The evaluated E for the records listed, in turn: -689.7016 -5394.0853 -467.4141 -363.6687 Ha.